Record 1
ORCA calculation (ωB97M-V with the def2-TZVPD basis set) on C25H16BrN3O2PtS as an isolated structure in a non-equilibrium geometry.

E_tot   -4368.20006 Eh
<S²>   2.062
F_max   0.0373 hartree/bohr
HOMO energy (alpha / beta)   -6.80 / -7.48 eV
Orbital gap (alpha / beta)   6.30 / 6.45 eV
Lowest unoccupied orbital energy (alpha / beta)   -0.0184 / -0.0379 hartree

The geometry in ORCA input format:
```
! wB97M-V def2-TZVPD RIJCOSX def2/J DEFGRID3
* xyz 0 3
Pt -1.0422 -1.1441 0.3775
Br -3.1358 -2.2565 0.1239
C -2.3698 -3.9345 -0.5294
C -3.1811 -4.9722 -0.8871
C -2.5941 -6.1474 -1.3819
C -1.2337 -6.2416 -1.4800
C -0.3910 -5.1811 -1.0834
C 1.0129 -5.2747 -1.1460
C 1.7950 -4.2153 -0.7814
C 1.2188 -3.0155 -0.3368
C -0.1436 -2.8698 -0.2237
C -0.9641 -3.9701 -0.6000
H -4.2517 -4.8821 -0.7990
H -3.2337 -6.9648 -1.6807
H -0.7778 -7.1425 -1.8637
H 1.4572 -6.2004 -1.4761
H 2.8710 -4.2922 -0.8321
H 1.8843 -2.2088 -0.0651
O 0.7980 -0.1813 0.8913
S 1.0376 0.7472 -0.2791
C 2.5542 1.6351 0.1561
C 3.2278 1.3668 1.3319
C 4.4091 2.0366 1.6014
C 4.9235 2.9337 0.6779
C 4.2518 3.1812 -0.5100
C 3.0562 2.5357 -0.7717
C -0.1979 2.0470 -0.0341
C -1.8942 2.5912 1.8206
C -2.6283 3.8893 1.7652
C -3.0852 4.5130 0.6287
C -2.6346 4.1097 -0.5942
C -0.7870 2.4113 -1.2719
H 2.8163 0.6565 2.0314
H 4.9259 1.8549 2.5317
H 5.8578 3.4347 0.8760
H 4.6535 3.8732 -1.2355
H 2.5093 2.7390 -1.6810
H -1.7973 2.3420 2.8916
H -2.9461 4.2821 2.7194
H -3.7869 5.3331 0.7031
H -3.4392 3.7859 -2.5304
H -0.3985 1.9598 -2.1729
O -2.2631 0.7057 0.4366
N -2.7576 1.5301 1.2583
C -0.4851 2.4532 1.2518
C -1.7725 3.3143 -1.2904
N -2.6558 4.1874 -2.0180
C 0.4421 2.3117 2.2832
N 1.1456 2.3334 3.1980
*
```



Record 2
ORCA calculation (ωB97M-V with the def2-TZVPD basis set) on C25H16Cl2FN4O2Ta as an isolated structure in a non-equilibrium geometry.

E_tot   -2408.53664 Eh
F_max   0.0653 hartree/bohr
HOMO energy   -14.62 eV
Orbital gap   6.97 eV
Lowest unoccupied orbital energy   -0.2811 hartree

The geometry in ORCA input format:
```
! wB97M-V def2-TZVPD RIJCOSX def2/J DEFGRID3
* xyz 2 1
Ta 0.3367 -0.1294 -0.1499
Cl -5.6089 1.7561 -0.8200
C -4.0431 1.2017 -1.0689
C -3.0294 1.5672 -0.2471
C -1.7137 1.3674 -0.7136
N -0.5687 1.6665 0.0742
C -0.5940 2.3469 1.2825
O -1.4268 2.9756 1.8456
C 0.7295 2.1054 1.9433
C 1.0828 2.8297 3.0623
C 2.3000 2.5371 3.6637
C 3.0593 1.5197 3.1197
C 2.6211 0.8214 1.9958
N 1.4451 1.0979 1.3846
C -1.4171 0.5962 -1.8777
C -2.5259 0.0180 -2.6143
C -3.7989 0.3552 -2.2253
Cl -5.1873 -0.4002 -3.0219
N -0.0641 0.2659 -2.0463
C 0.7932 0.0244 -3.1799
O 0.6330 0.1843 -4.3560
C 2.0790 -0.4906 -2.6234
C 3.0615 -0.7186 -3.5433
C 4.2925 -1.1994 -3.0632
C 4.4227 -1.5429 -1.6828
C 3.3485 -1.2573 -0.8640
N 2.2499 -0.5603 -1.2853
H -3.1631 2.2431 0.5836
H 0.3588 3.5958 3.4509
H 2.5195 3.0827 4.6028
H 4.0084 1.1596 3.4927
H 3.2039 0.0351 1.6703
H -2.3211 -0.5610 -3.4828
H 2.8163 -0.5817 -4.5933
H 5.0234 -1.5175 -3.7557
H 5.2491 -2.0802 -1.3564
H 3.3393 -1.5288 0.1877
F -4.8392 -1.2615 1.0820
C -3.5356 -1.3119 1.1225
C -2.8687 -1.9839 0.0333
C -1.5461 -2.2073 0.0444
C -0.7942 -1.6388 1.1246
C 0.7398 -1.7768 1.0940
C -1.4425 -1.0188 2.1843
C -2.8346 -0.8760 2.1862
H -3.3428 -2.4985 -0.7564
H -1.0684 -2.6805 -0.8540
H 1.0566 -2.7415 0.7675
H 1.2106 -1.6224 2.0796
H -0.9405 -0.8875 3.1594
H -3.3057 -0.2798 2.9442
*
```



Record 3
ORCA calculation (ωB97M-V with the def2-TZVPD basis set) on C25H16Cl2N6O2Pt as an isolated structure in a non-equilibrium geometry.

E_tot   -2480.85807 Eh
<S²>   2.050
F_max   0.1363 hartree/bohr
HOMO energy (alpha / beta)   -5.58 / -8.45 eV
Orbital gap (alpha / beta)   4.49 / 5.71 eV
Lowest unoccupied orbital energy (alpha / beta)   -0.0399 / -0.1005 hartree

The geometry in ORCA input format:
```
! wB97M-V def2-TZVPD RIJCOSX def2/J DEFGRID3
* xyz 0 3
Pt -0.2539 0.3770 -1.0017
Cl -4.4534 -5.0079 -1.1277
C -3.8509 -3.4931 -1.0279
C -2.5136 -3.1839 -1.1453
C -1.9238 -1.8905 -0.9501
N -0.5679 -1.5163 -1.2079
C 0.4989 -2.4493 -1.2740
O 0.3172 -3.7277 -1.3050
C 1.7055 -1.6900 -1.4293
C 2.8960 -2.5222 -1.6346
C 4.1413 -1.7004 -1.8296
C 4.1377 -0.3418 -1.6841
C 2.9293 0.3504 -1.4820
N 1.6486 -0.1879 -1.3502
C -2.7894 -0.8680 -0.7439
C -4.2723 -0.9335 -0.8233
C -4.7288 -2.3453 -0.9467
Cl -6.5315 -2.5242 -0.9588
N -2.2597 0.4378 -0.5957
C -2.7955 1.6652 -0.5154
O -3.9388 2.0059 -0.0757
C -1.7197 2.8528 -0.6721
C -2.2465 4.1283 -0.3552
C -1.2037 5.1132 -0.3516
C 0.0211 4.7605 -0.7735
C 0.4391 3.5400 -1.0085
N -0.3711 2.4022 -0.8031
H -1.7543 -3.9079 -1.3427
H 2.6910 -3.5957 -1.7871
H 5.1457 -1.9411 -1.9754
H 5.0435 0.2144 -1.4027
H 3.0127 1.3791 -1.1058
H -4.8282 -0.0430 -0.6656
H -3.3083 4.2729 -0.5011
H -1.5091 6.1122 -0.0518
H 0.8559 5.4635 -0.9226
H 1.4082 3.2509 -1.2129
N 2.5177 1.3360 2.8622
C 3.5560 0.8682 2.0790
N 3.3442 -0.2960 1.5465
C 2.1108 -0.6654 1.9932
C 1.4159 -1.8968 1.9164
C 0.0835 -1.9420 2.4331
C -0.5335 -0.8283 3.0684
C 0.2445 0.2709 3.2860
C 1.5425 0.3348 2.8360
H 2.4447 2.3401 3.1153
H 4.4963 1.4223 1.8566
H 1.9270 -2.7456 1.5607
H -0.5081 -2.8836 2.3525
H -1.5633 -0.8998 3.3671
H -0.1494 1.1291 3.7677
*
```